{"formula": "C2HClN2O", "method": "ωB97M-V/def2-TZVPD", "symbols": ["Cl", "C", "C", "O", "N", "N", "H"], "coordinates": [[-1.097, 2.074, -0.738], [-0.411, 0.641, -0.263], [0.645, 0.236, 0.439], [0.746, -1.123, 0.507], [-0.258, -1.681, -0.192], [-1.036, -0.925, -0.707], [1.411, 0.777, 0.954]], "forces_ev_per_a": [[-0.174, 0.293, -0.100], [-0.355, -4.382, -0.372], [-0.792, 0.491, -0.438], [1.017, 0.857, 0.592], [-0.396, -1.875, -0.195], [0.568, 4.540, 0.411], [0.131, 0.076, 0.100]], "mulliken_charge": [-0.1409, 0.2173, -0.1791, -0.1288, 0.0392, -0.2199, 0.4122], "charge": 0, "homo_energy_ev": -10.116, "lumo_ev": 0.7, "orbital_gap_ev": 10.9, "energy_ha": -721.64309, "e_above_lowest_ev": 3.0054}